Density functional theory data (ωB97M-V/def2-TZVPD) for 14 unconnected molecules or ions with the total composition C6H41NO13S in a non-equilibrium geometry.

* 2S+1: 1
* E: -45831.1777 eV
* orbital gap: 9.181 eV

Atoms and positions in Å:
C1 -1.198 0.062 -0.154
N1 0.157 0.695 -0.285
C2 1.241 -0.306 -0.115
C3 2.429 -0.094 -1.073
S1 3.522 -1.537 -1.131
C4 -2.408 0.969 0.043
C5 -2.814 0.763 2.599
C6 -2.539 1.680 1.406
H1 -1.366 -0.440 -1.106
H2 -1.081 -0.695 0.629
H3 0.223 1.361 0.492
H4 1.579 -0.195 0.910
H5 0.841 -1.251 -0.464
H6 2.097 0.180 -2.069
H7 3.012 0.756 -0.710
H8 2.665 -2.291 -1.838
H9 -3.193 0.217 -0.046
H10 -2.529 1.746 -0.691
H11 -2.981 1.328 3.506
H12 -3.661 0.139 2.310
H13 -1.969 0.096 2.772
H14 -3.315 2.439 1.342
H15 -1.542 2.132 1.456
H16 -3.122 -3.120 2.881
H17 -2.532 -3.137 1.371
O1 -2.599 -2.648 2.229
H18 -1.241 1.542 -3.618
H19 -1.143 1.389 -5.167
O2 -1.546 1.022 -4.382
H20 -1.486 4.233 -1.231
H21 -0.390 3.537 -0.398
O3 -1.149 3.359 -1.016
H22 0.198 -3.024 0.125
H23 0.060 -3.220 1.655
O4 -0.011 -3.689 0.800
H24 -1.784 -2.673 -2.532
H25 -0.418 -2.553 -2.173
O5 -1.084 -3.268 -2.232
H26 -1.089 -1.969 2.949
H27 0.137 -0.997 2.569
O6 -0.107 -1.864 2.919
H28 -1.539 -4.226 0.221
H29 -2.778 -4.140 -0.814
O7 -2.511 -4.225 0.098
H30 -0.206 -0.410 -2.547
H31 -0.372 -0.633 -4.004
O8 0.107 -0.993 -3.239
H32 2.983 3.527 -1.516
H33 4.222 3.205 -0.695
O9 3.375 3.638 -0.646
H34 0.120 2.623 -2.748
H35 0.591 1.346 -2.019
O10 0.651 1.826 -2.883
H36 -0.127 1.840 2.815
H37 1.217 1.437 3.422
O11 0.803 1.763 2.584
H38 1.155 3.449 1.650
H39 1.793 3.707 0.246
O12 0.958 3.751 0.755
H40 1.636 -0.418 4.513
H41 0.789 0.440 5.389
O13 1.628 0.456 4.906

---

Density functional theory data (ωB97M-V/def2-TZVPD) for 15 unconnected molecules or ions with the total composition C6H41NO14 in a non-equilibrium geometry.

* 2S+1: 2
* E: -37033.0898 eV
* orbital gap (spin up / spin down): 10.684 / 7.477 eV
* total charge: +1

Atoms and positions in Å:
C1 1.667 -0.268 -2.411
C2 0.151 -0.101 -1.991
C3 -0.059 -0.570 -0.597
C4 -0.158 0.126 0.567
N1 -0.543 -0.496 1.716
C5 -0.857 0.350 2.895
C6 0.485 0.997 3.251
H1 1.892 -0.749 -3.380
H2 2.210 -0.585 -1.540
H3 1.879 0.789 -2.699
H4 -0.022 0.970 -2.098
H5 -0.501 -0.700 -2.639
H6 -0.208 -1.660 -0.534
H7 -0.026 1.179 0.392
H8 -0.570 -1.519 1.658
H9 -1.099 -0.334 3.702
H10 -1.598 1.103 2.664
H11 1.275 0.663 2.543
H12 0.453 2.076 3.221
H13 0.946 0.800 4.236
H14 -1.666 -2.441 2.825
H15 -3.012 -2.364 2.275
O1 -2.499 -1.988 3.008
H16 3.487 1.019 -0.436
H17 4.238 0.658 -1.583
O2 4.313 0.518 -0.627
H18 1.221 -2.217 1.151
H19 1.061 -3.254 2.267
O3 0.840 -3.095 1.341
H20 3.058 -2.583 -1.629
H21 2.254 -3.248 -0.545
O4 2.303 -3.180 -1.509
H22 1.683 2.595 0.735
H23 3.338 2.561 0.885
O5 2.513 2.119 0.654
H24 -4.573 -1.567 -0.450
H25 -4.716 -0.453 0.478
O6 -4.652 -0.604 -0.475
H26 1.448 2.502 -0.741
H27 1.993 3.548 -1.946
O7 1.336 3.295 -1.296
H28 -1.354 2.930 -2.856
H29 -0.277 3.988 -2.596
O8 -1.204 3.788 -2.449
H30 -2.916 2.249 0.040
H31 -2.316 3.468 -0.638
O9 -2.408 3.048 0.230
H32 -2.147 -1.960 -3.316
H33 -2.439 -1.480 -1.905
O10 -2.653 -1.304 -2.826
H34 0.174 -3.210 -3.140
H35 -0.441 -3.185 -1.754
O11 -0.605 -3.490 -2.646
H36 2.430 0.296 0.978
H37 3.248 -0.339 2.136
O12 2.589 -0.538 1.465
H38 -0.750 4.031 1.478
H39 -1.160 3.611 2.953
O13 -0.471 3.989 2.398
H40 -2.634 -3.861 -0.559
H41 -1.526 -2.853 -0.285
O14 -2.424 -3.072 -0.044

---

Density functional theory data (ωB97M-V/def2-TZVPD) for 13 unconnected molecules or ions with the total composition C6H42N2O12 in a non-equilibrium geometry.

* 2S+1: 1
* E: -34441.9235 eV
* orbital gap: 11.537 eV
* total charge: +2

Atoms and positions in Å:
C1 -3.136 0.975 -1.004
C2 -1.864 0.847 -0.133
C3 -1.212 -0.562 -0.374
C4 -1.643 -1.478 0.823
C5 -0.561 -1.516 1.926
C6 0.757 -2.214 1.614
N1 0.476 -3.607 1.088
N2 -0.849 1.865 -0.601
H1 -2.931 1.681 -1.805
H2 -3.966 1.417 -0.473
H3 -3.407 -0.030 -1.306
H4 -2.091 0.913 0.921
H5 -1.620 -0.955 -1.303
H6 -0.134 -0.587 -0.357
H7 -1.839 -2.485 0.455
H8 -2.569 -1.076 1.220
H9 -0.454 -0.492 2.282
H10 -1.071 -2.030 2.746
H11 1.167 -1.642 0.787
H12 1.352 -2.367 2.502
H13 -0.168 -4.075 1.776
H14 1.326 -4.163 1.077
H15 0.117 -3.573 0.121
H16 -1.148 2.842 -0.682
H17 -0.134 1.934 0.136
H18 -0.417 1.498 -1.442
H19 2.161 2.593 -0.304
H20 2.326 1.154 -0.393
O1 1.704 1.799 -0.005
H21 0.538 -4.388 -2.405
H22 0.597 -2.891 -2.614
O2 0.468 -3.567 -1.902
H23 -2.164 5.143 -1.598
H24 -3.280 4.665 -0.597
O3 -2.474 4.421 -1.059
H25 1.032 -0.296 -2.982
H26 2.299 0.052 -2.308
O4 1.407 0.389 -2.391
H27 1.695 1.172 4.019
H28 0.996 0.233 5.001
O5 1.240 0.322 4.072
H29 4.733 0.270 -0.405
H30 4.454 1.853 -0.473
O6 4.173 0.977 -0.726
H31 0.127 -4.988 3.805
H32 -1.466 -4.730 3.792
O7 -0.633 -4.644 3.328
H33 4.410 4.716 0.291
H34 3.400 4.696 -0.792
O8 3.657 4.199 -0.024
H35 0.092 -1.987 -4.433
H36 1.740 -1.884 -4.550
O9 0.969 -1.917 -3.984
H37 -2.906 2.815 2.981
H38 -1.468 2.742 2.690
O10 -2.313 2.800 2.216
H39 -1.515 -1.660 -6.082
H40 -1.494 -3.157 -5.496
O11 -1.161 -2.260 -5.421
H41 1.162 4.150 3.014
H42 0.766 2.767 2.476
O12 0.748 3.317 3.264

---

Please write out number 2 again, unchanged.
Density functional theory data (ωB97M-V/def2-TZVPD) for 15 unconnected molecules or ions with the total composition C6H41NO14 in a non-equilibrium geometry.

* 2S+1: 2
* E: -37033.0898 eV
* orbital gap (spin up / spin down): 10.684 / 7.477 eV
* total charge: +1

Atoms and positions in Å:
C1 1.667 -0.268 -2.411
C2 0.151 -0.101 -1.991
C3 -0.059 -0.570 -0.597
C4 -0.158 0.126 0.567
N1 -0.543 -0.496 1.716
C5 -0.857 0.350 2.895
C6 0.485 0.997 3.251
H1 1.892 -0.749 -3.380
H2 2.210 -0.585 -1.540
H3 1.879 0.789 -2.699
H4 -0.022 0.970 -2.098
H5 -0.501 -0.700 -2.639
H6 -0.208 -1.660 -0.534
H7 -0.026 1.179 0.392
H8 -0.570 -1.519 1.658
H9 -1.099 -0.334 3.702
H10 -1.598 1.103 2.664
H11 1.275 0.663 2.543
H12 0.453 2.076 3.221
H13 0.946 0.800 4.236
H14 -1.666 -2.441 2.825
H15 -3.012 -2.364 2.275
O1 -2.499 -1.988 3.008
H16 3.487 1.019 -0.436
H17 4.238 0.658 -1.583
O2 4.313 0.518 -0.627
H18 1.221 -2.217 1.151
H19 1.061 -3.254 2.267
O3 0.840 -3.095 1.341
H20 3.058 -2.583 -1.629
H21 2.254 -3.248 -0.545
O4 2.303 -3.180 -1.509
H22 1.683 2.595 0.735
H23 3.338 2.561 0.885
O5 2.513 2.119 0.654
H24 -4.573 -1.567 -0.450
H25 -4.716 -0.453 0.478
O6 -4.652 -0.604 -0.475
H26 1.448 2.502 -0.741
H27 1.993 3.548 -1.946
O7 1.336 3.295 -1.296
H28 -1.354 2.930 -2.856
H29 -0.277 3.988 -2.596
O8 -1.204 3.788 -2.449
H30 -2.916 2.249 0.040
H31 -2.316 3.468 -0.638
O9 -2.408 3.048 0.230
H32 -2.147 -1.960 -3.316
H33 -2.439 -1.480 -1.905
O10 -2.653 -1.304 -2.826
H34 0.174 -3.210 -3.140
H35 -0.441 -3.185 -1.754
O11 -0.605 -3.490 -2.646
H36 2.430 0.296 0.978
H37 3.248 -0.339 2.136
O12 2.589 -0.538 1.465
H38 -0.750 4.031 1.478
H39 -1.160 3.611 2.953
O13 -0.471 3.989 2.398
H40 -2.634 -3.861 -0.559
H41 -1.526 -2.853 -0.285
O14 -2.424 -3.072 -0.044

---

Which value of E does entry 1 give?
-45831.1777 eV

---

What is the E in the first record?
-45831.1777 eV